No. 1
Molecular formula: C18H20AlB2Br10O18V
Method: DFT, ωB97M-V/def2-TZVPD

XYZ file:
```
70
C18H20AlB2Br10O18V (ωB97M-V/def2-TZVPD)
Br -0.83186 4.74894 7.09632
Br 1.90886 3.33045 9.24884
Br 7.44822 0.63026 0.79555
Br 3.49412 6.15737 -3.65517
Br -5.87689 -11.56635 5.74482
Br 3.64159 3.67837 -6.21019
Br 4.17483 -1.06681 3.70261
Br 0.70940 9.91682 4.18888
Br -1.82398 9.52991 0.03007
Br -1.85670 -11.82048 3.25707
V -6.98888 3.44851 -4.52001
Al 1.71031 -10.15552 -2.54088
O -1.45058 1.56517 0.61330
O -1.97581 -0.14472 -9.74420
O -2.23648 -4.63452 2.81424
O -3.17438 0.13111 -1.20189
O -0.24278 -4.22975 -4.97862
O -0.19670 -2.97487 0.53785
O -0.69702 -0.53227 1.09647
O -1.99880 -2.46052 1.94638
O 2.27198 -2.73939 -5.33725
O -8.48210 3.32356 -3.94264
O -0.99594 -2.62463 -6.38215
O -2.22878 -1.68550 -0.19730
O -2.47253 1.26150 -7.18137
O -6.37271 4.82456 -4.04644
O 0.12694 -5.15976 1.01854
O -0.76405 -1.44286 -8.44113
O 1.07900 -1.53773 -6.75696
O -0.96332 -0.23886 -6.44948
C 5.60027 -1.00304 2.31731
C 0.61901 3.51941 6.58915
C -0.09258 -3.19747 -5.63786
C -1.46455 -0.38106 -8.64313
C -1.63828 -3.78191 2.15508
C -2.36662 -0.39629 -0.41134
C -1.66767 0.36847 -7.34012
C 2.83861 4.33726 -3.59217
C -0.42943 -4.08335 1.21753
C 3.85936 3.41662 -4.27307
C -1.44982 0.39918 0.45806
C 5.88270 0.49114 1.90715
C 1.22899 -2.39798 -5.85521
C -1.42527 9.48268 2.06399
C 1.91667 3.86927 7.29325
C -4.57353 -11.54694 4.24623
C -3.16887 -11.86166 4.72835
C 0.01766 9.72380 2.26424
B -1.20959 -1.87703 0.80259
B -0.39546 -1.45122 -7.01949
H 6.51311 -1.48178 2.67175
H 0.45459 8.79401 1.89996
H 2.77136 4.05548 -2.54137
H 0.26998 2.55436 6.95652
H 2.02240 4.94587 7.15966
H -2.98951 -11.10823 5.49533
H -4.96014 -12.31043 3.57117
H 1.89551 4.16175 -4.10971
H -1.74441 8.51248 2.44474
H 4.88318 3.60790 -3.95166
H 5.17385 0.92207 1.20008
H 6.01493 1.09608 2.80418
H -2.01644 10.32933 2.41299
H -4.63896 -10.56356 3.78062
H 5.20128 -1.48106 1.42266
H 0.73357 3.46854 5.50638
H -3.14160 -12.85958 5.16597
H 2.69112 3.26041 6.82674
H 3.51742 2.39543 -4.10471
H 0.33216 10.53911 1.61274
```

Computed properties:
Net charge: +2
F_max: 5.67 eV/A
Orbital gap: 0.951 eV
Energy: -29027.81413 Eh

***

No. 2
Molecular formula: C17H10BrN3OPtS
Method: DFT, ωB97M-V/def2-TZVPD

XYZ file:
```
34
C17H10BrN3OPtS (ωB97M-V/def2-TZVPD)
Pt -1.17041 -0.41654 0.80728
Br 2.13832 -5.76598 -3.08864
S -3.32552 0.04651 4.77708
O -1.25446 -2.38134 0.53289
N -0.94766 1.55211 1.09412
N 0.31509 -0.12461 -0.47734
N -2.65862 -0.57643 2.14818
C -1.61572 2.31071 1.93227
C -2.90498 -0.34420 3.27579
C 0.02431 2.10327 0.30095
C 0.08653 -5.21784 -1.16853
C 0.32191 3.47193 0.34950
C -0.41360 4.26863 1.25971
C 1.33113 3.97529 -0.50230
C -1.36820 3.69215 2.04293
C -0.67090 -4.43101 -0.35481
C 0.88444 -1.07956 -1.14420
C 0.54759 -2.45744 -1.09422
C 1.32113 -3.31026 -1.92908
C 1.09855 -4.64838 -1.96849
C 0.72236 1.23008 -0.56849
C 1.69290 1.75141 -1.38375
C -0.48108 -3.02153 -0.27653
C 1.99118 3.12867 -1.34524
H 1.56845 5.03076 -0.47489
H -0.08352 -6.28559 -1.20489
H -1.44931 -4.85204 0.26656
H 2.76261 3.51099 -1.99981
H 2.09973 -2.87277 -2.54158
H -1.94433 4.26825 2.75201
H -0.20409 5.32897 1.32444
H -2.36487 1.81354 2.53389
H 2.24474 1.12376 -2.06873
H 1.70634 -0.82152 -1.80605
```

Computed properties:
F_max: 0.36 eV/A
Orbital gap: 6.449 eV
Energy: -3984.91590 Eh

***

No. 3
Molecular formula: C2H3N3O
Method: DFT, ωB97M-V/def2-TZVPD

XYZ file:
```
9
C2H3N3O (ωB97M-V/def2-TZVPD)
O -2.22669 -0.16046 1.31716
N 1.82432 0.69780 -0.69411
N 1.69877 -0.59434 -1.07544
N -0.09864 -0.17615 -0.06063
C 0.68396 0.92849 -0.06901
C 0.54534 -1.10150 -0.66717
H 0.16031 -2.07465 -0.72995
H 0.26474 1.87867 0.45101
H -2.85211 0.60213 1.52815
```

Computed properties:
F_max: 4.51 eV/A
Orbital gap (alpha / beta): 9.321 / 6.978 eV
ΔE to the lowest compared entry with this formula, charge and spin: 614.5 kJ/mol
Energy: -317.29827 Eh

***

energy of number 3 (C2H3N3O)? -317.29827 Eh